# 1
This record from the OMol25 dataset describes a 8-piece molecular cluster, C46H40O22 overall in a non-equilibrium geometry. The level of theory is ωB97M-V/def2-TZVPD.

DFT total energy, hartree: -3432.051600
Net charge: 0
Largest force on an atom, eV/A: 8.927
HOMO-LUMO gap, eV: 8.2

Cartesian coordinates (Å):
O  -5.9325  -4.7772  -0.7068
C  -5.0300  -3.9267  -0.6801
C  -3.6098  -4.3563  -0.3866
C  -3.4616  -5.6691  -0.0980
C  -2.1698  -6.1365  0.0350
C  -1.0506  -5.2817  0.0907
C  -1.2097  -3.9537  -0.2284
C  -2.4827  -3.4602  -0.4949
C  -2.7207  -2.0291  -0.9535
O  -1.8529  -1.2055  -0.8016
C  -4.1242  -1.7310  -1.4223
C  -4.2783  -0.3686  -1.9208
C  -5.5529  0.0105  -2.2945
C  -6.6628  -0.8160  -2.0266
C  -6.4403  -2.0586  -1.5049
C  -5.1910  -2.5169  -1.2249
H  -4.1693  -6.4758  0.0241
H  -2.0879  -7.1475  0.4060
H  -0.0308  -5.6119  0.2223
H  -0.2649  -3.4337  -0.2858
H  -3.5110  0.3870  -2.0021
H  -5.8500  0.8414  -2.9172
H  -7.6918  -0.5353  -2.1961
H  -7.2878  -2.6712  -1.2350
O  0.5288  -5.6671  2.8867
C  1.5757  -5.1910  3.2436
C  1.9340  -3.6796  3.0847
C  1.0000  -2.8071  2.4347
C  1.4013  -1.5697  1.9901
C  2.6893  -1.1691  2.3326
C  3.6218  -1.9381  3.0317
C  3.2198  -3.2449  3.5471
C  4.2196  -4.0971  4.2543
O  5.3120  -3.6182  4.6006
C  3.7778  -5.5562  4.4761
C  4.6211  -6.2956  5.2309
C  4.3219  -7.6459  5.4903
C  3.1090  -8.1963  5.0184
C  2.3263  -7.3922  4.1489
C  2.5648  -6.0354  3.9462
H  0.0031  -3.1223  2.1639
H  0.7531  -0.9072  1.4357
H  2.9776  -0.1584  2.0838
H  4.5876  -1.5425  3.3092
H  5.5603  -5.9922  5.6693
H  5.0020  -8.3608  5.9293
H  2.9050  -9.2544  5.0907
H  1.4132  -7.7821  3.7239
O  2.1590  -0.6708  -6.2345
C  1.1618  -0.8992  -5.4893
O  -0.0016  -0.6841  -5.7823
C  -0.8408  -0.6734  -4.6056
C  -0.2293  -1.9563  -4.0358
O  1.1163  -1.7704  -4.4063
H  -0.6738  0.2061  -3.9837
H  -1.8768  -0.7309  -4.9394
H  -0.7351  -2.8279  -4.4512
H  -0.4484  -1.8864  -2.9703
O  -4.8200  3.6347  -0.1581
C  -3.9270  4.3271  0.3290
O  -3.3739  4.0421  1.5155
C  -2.6775  5.1662  2.1511
C  -2.3864  5.9840  0.8871
O  -3.3350  5.3810  -0.1195
H  -3.2967  5.6821  2.8850
H  -1.7650  4.8122  2.6310
H  -1.3412  5.8548  0.6059
H  -2.6146  7.0252  1.1152
O  -0.6324  2.2687  4.1224
C  0.4830  2.6395  4.5522
O  1.5776  1.8464  4.7658
C  2.6288  2.6593  4.9551
C  1.9872  3.8319  5.5029
O  0.6815  3.8352  4.9194
H  3.3801  2.2292  5.6174
H  3.1451  2.6425  3.9953
H  2.6386  4.7002  5.4030
H  1.8255  3.6964  6.5723
O  0.8832  4.6095  -6.0357
C  0.3674  5.4268  -5.2741
O  0.0315  6.5591  -5.6792
C  -0.1095  7.4748  -4.5843
C  -0.2991  6.5244  -3.4041
O  0.1412  5.2435  -3.9683
H  0.7961  8.0761  -4.5036
H  -0.9256  8.1836  -4.7248
H  -1.3337  6.3656  -3.0998
H  0.4148  6.6610  -2.5917
O  4.0334  0.6008  -2.0175
C  3.4863  1.5252  -2.5899
O  3.4366  2.9643  -2.2445
C  2.5198  3.5530  -3.2172
C  2.6525  2.4427  -4.2882
O  2.7508  1.2572  -3.6286
H  1.5100  3.7774  -2.8738
H  2.8932  4.4685  -3.6760
H  3.5406  2.4907  -4.9184
H  1.8261  2.4514  -4.9989
O  2.4545  2.5940  1.7390
C  1.7520  2.4901  0.7070
O  0.9083  3.4409  0.1914
C  -0.0111  2.9479  -0.7649
C  0.4496  1.4885  -0.8332
O  1.6571  1.4666  -0.0708
H  -1.0467  3.1510  -0.4922
H  0.1908  3.5816  -1.6285
H  0.7966  1.1864  -1.8214
H  -0.3372  0.7788  -0.5776

=====

# 2
This record from the OMol25 dataset describes one molecule with the formula C8H16O3. The level of theory is ωB97M-V/def2-TZVPD.

DFT total energy, hartree: -540.098181
Net charge: 0
Largest force on an atom, eV/A: 0.815
Relative energy (zero: lowest compared OMol25 entry of this formula, charge and spin), kJ/mol: 136.98
HOMO-LUMO gap, eV: 10.4

Cartesian coordinates (Å):
C  3.4623  1.1904  0.0289
C  2.1205  0.5123  -0.1729
O  2.0745  -0.6966  0.5588
C  1.5334  -1.8186  -0.0886
C  0.1316  -2.1512  0.3647
O  -0.8576  -1.3735  -0.2962
C  -1.6258  -0.5436  0.5028
C  -2.8953  -0.1542  -0.2823
C  -2.8988  1.3724  -0.1479
C  -1.3927  1.5950  -0.1841
O  -0.9526  0.6866  0.8164
H  3.5853  1.4205  1.0855
H  4.2845  0.5741  -0.3226
H  3.4538  2.1432  -0.5018
H  1.3323  1.1816  0.1822
H  1.9308  0.3329  -1.2340
H  1.5508  -1.7084  -1.1757
H  2.1614  -2.6786  0.1616
H  0.0831  -2.0218  1.4468
H  -0.0631  -3.1997  0.1278
H  -1.8352  -0.9924  1.4742
H  -3.7702  -0.6488  0.1238
H  -2.7043  -0.4095  -1.3222
H  -3.5010  1.9285  -0.8572
H  -3.1736  1.5882  0.8864
H  -1.0390  2.6083  -0.0214
H  -0.9950  1.2631  -1.1529

=====

# 3
This record from the OMol25 dataset describes C28H50BN10S3SeV as an isolated structure. The level of theory is ωB97M-V/def2-TZVPD.

DFT total energy, hartree: -6208.181339
Net charge: +4
Largest force on an atom, eV/A: 0.603
HOMO-LUMO gap (alpha / beta), eV: 5.8 / 6.0

Cartesian coordinates (Å):
V  0.5796  0.0868  -0.4800
C  -0.8343  -3.9987  2.6284
C  -0.3471  -2.9533  3.6248
C  1.1654  -2.7906  3.5617
C  -0.7353  -3.3213  5.0571
N  -1.0666  -1.6494  3.2701
C  -2.3575  -1.4428  3.6897
C  -2.7679  -0.2504  3.2013
N  -1.7448  0.2772  2.4524
B  -1.9176  1.7323  1.8961
N  -2.6152  1.7344  0.5049
C  -3.5585  2.6923  0.2115
C  -4.1399  2.3624  -0.9657
N  -3.5627  1.1944  -1.4062
C  -2.6345  0.8426  -0.4966
S  -1.5819  -0.5571  -0.5845
C  -4.0276  0.4340  -2.6440
C  -2.8557  0.3288  -3.6166
C  -4.5464  -0.9293  -2.1983
C  -5.1552  1.2174  -3.3067
N  -0.6285  2.6081  1.9202
C  -0.3664  3.3952  3.0148
C  0.6415  4.2440  2.6954
N  1.0058  3.9926  1.3957
C  0.2293  2.9837  0.9562
S  0.3164  2.2806  -0.6446
C  2.0300  4.8242  0.6203
C  1.2968  5.5233  -0.5199
C  2.6204  5.8660  1.5635
C  3.1421  3.9018  0.1347
C  -0.7230  -0.5966  2.4988
S  0.8142  -0.3378  1.6961
H  -0.3597  -4.9554  2.8461
H  -0.5734  -3.7157  1.6044
H  -1.9127  -4.1415  2.6889
H  1.6057  -3.6982  3.9729
H  1.5026  -1.9545  4.1769
H  1.5418  -2.6897  2.5439
H  -0.1204  -4.1638  5.3700
H  -1.7693  -3.6476  5.1480
H  -0.5525  -2.4979  5.7477
H  -2.8807  -2.1434  4.3135
H  -3.6937  0.2770  3.3528
H  -2.6757  2.2607  2.6446
H  -3.7618  3.5103  0.8810
H  -4.9235  2.8584  -1.5070
H  -2.0417  -0.2626  -3.1907
H  -2.4971  1.3170  -3.9114
H  -3.1857  -0.1865  -4.5182
H  -3.7686  -1.5673  -1.7780
H  -4.9564  -1.4457  -3.0659
H  -5.3482  -0.8220  -1.4678
H  -4.8425  2.2111  -3.6283
H  -6.0338  1.2915  -2.6661
H  -5.4548  0.6711  -4.1998
H  -0.9499  3.3216  3.9163
H  1.1041  5.0167  3.2802
H  0.4719  6.1266  -0.1410
H  0.9176  4.8329  -1.2735
H  1.9947  6.1937  -1.0208
H  1.8763  6.5860  1.9036
H  3.3711  6.4236  1.0056
H  3.1237  5.4180  2.4208
H  2.7928  3.1618  -0.5868
H  3.6193  3.3904  0.9720
H  3.9007  4.5050  -0.3630
N  0.8214  0.3923  -2.6619
C  1.3196  -0.8335  -3.3458
C  0.5756  -2.0114  -2.7683
N  0.6951  -1.9468  -1.2796
H  -0.1145  0.5984  -3.0163
H  1.3952  1.1889  -2.9373
H  2.3872  -0.9098  -3.1446
H  1.1810  -0.7627  -4.4249
H  0.9713  -2.9540  -3.1472
H  -0.4852  -1.9762  -3.0148
H  1.5982  -2.3192  -0.9962
H  0.0018  -2.5708  -0.8677
C  4.6578  -2.5460  -1.6258
N  4.7325  -2.1886  -0.2072
C  5.5468  -2.8203  0.6949
C  5.4007  -2.1819  1.8829
N  4.4986  -1.1683  1.6918
C  4.1479  -0.1983  2.7315
C  4.0790  -1.1872  0.4153
Se  3.0640  0.1450  -0.4787
H  5.4259  -3.2874  -1.8250
H  4.8479  -1.6673  -2.2377
H  3.6858  -2.9792  -1.8559
H  6.1732  -3.6496  0.4123
H  5.8763  -2.3448  2.8354
H  5.0365  -0.0026  3.3260
H  3.3611  -0.6008  3.3630
H  3.8233  0.7255  2.2591

=====

# 4
This record from the OMol25 dataset describes C18H37BF4LaN3O6P as an isolated structure in a non-equilibrium geometry. The level of theory is ωB97M-V/def2-TZVPD.

DFT total energy, hartree: -2120.456724
Net charge: +3
Largest force on an atom, eV/A: 2.459
Relative energy (zero: lowest compared OMol25 entry of this formula, charge and spin), kJ/mol: 29.44
HOMO-LUMO gap, eV: 9.8

Cartesian coordinates (Å):
La  0.2181  0.5618  0.8831
C  0.8893  -2.4602  2.3400
C  2.0184  -2.5481  1.3512
O  1.7474  -1.5801  0.3166
C  2.8033  -1.4291  -0.6561
C  3.3595  -0.0360  -0.5808
O  2.2368  0.8577  -0.7077
C  2.5181  2.1740  -1.2166
C  1.2568  2.6496  -1.8822
O  0.1191  2.4939  -1.0089
C  -0.4112  3.7246  -0.4610
C  0.3522  4.1312  0.7667
O  0.3267  3.0018  1.6575
C  0.9123  3.2224  2.9609
C  2.2760  2.5890  3.0026
O  2.1876  1.2152  2.5423
C  2.6016  0.1830  3.4677
C  1.4072  -0.6250  3.9019
O  0.6775  -1.1008  2.7506
H  1.0802  -3.0973  3.2031
H  -0.0452  -2.7841  1.8805
H  2.0595  -3.5516  0.9231
H  2.9846  -2.3263  1.8083
H  2.3736  -1.6071  -1.6413
H  3.5870  -2.1663  -0.4819
H  4.0564  0.1175  -1.4054
H  3.8745  0.1551  0.3629
H  3.3162  2.1282  -1.9583
H  2.8379  2.8212  -0.3981
H  1.0624  2.0448  -2.7660
H  1.3580  3.6893  -2.1924
H  -1.4461  3.5189  -0.2024
H  -0.3857  4.5161  -1.2091
H  -0.1414  4.9811  1.2391
H  1.3864  4.4058  0.5446
H  0.2398  2.7818  3.6920
H  0.9917  4.2902  3.1634
H  2.6701  2.6217  4.0178
H  2.9785  3.1051  2.3486
H  3.0859  0.6168  4.3420
H  3.3338  -0.4361  2.9522
H  0.7103  -0.0134  4.4718
H  1.7248  -1.4626  4.5233
C  -2.7693  -1.6273  -4.0663
N  -3.5863  -1.0150  -2.9080
C  -4.2211  -2.1728  -2.1040
N  -3.2165  -3.0776  -1.6655
C  -2.4724  -3.6168  -2.8056
N  -1.8120  -2.5517  -3.5650
C  -0.7254  -1.9227  -2.8165
P  -1.3309  -1.0927  -1.2608
C  -2.7290  -0.1449  -2.0331
C  -2.3544  -2.5232  -0.6244
H  -2.3071  -0.7989  -4.5985
H  -3.4932  -2.1229  -4.7103
H  -4.3369  -0.4454  -3.3041
H  -4.9199  -2.6550  -2.7842
H  -4.7607  -1.7225  -1.2733
H  -3.1614  -4.1447  -3.4632
H  -1.7279  -4.3256  -2.4507
H  -0.2127  -1.1959  -3.4485
H  0.0056  -2.6837  -2.5415
H  -2.3347  0.6657  -2.6451
H  -3.3545  0.2892  -1.2547
H  -2.9500  -2.1921  0.2229
H  -1.6811  -3.3024  -0.2652
F  -1.8230  -0.7252  1.6809
B  -2.2482  0.6027  2.0225
F  -3.4906  0.7378  2.4419
F  -1.1967  1.0821  2.8503
F  -1.9799  1.3073  0.7242

=====

# 5
This record from the OMol25 dataset describes C6H9Cl as an isolated structure in a non-equilibrium geometry. The level of theory is ωB97M-V/def2-TZVPD.

DFT total energy, hartree: -694.048351
Net charge: 0
Largest force on an atom, eV/A: 3.194
Relative energy (zero: lowest compared OMol25 entry of this formula, charge and spin), kJ/mol: 327.88
HOMO-LUMO gap, eV: 8.5

Cartesian coordinates (Å):
C  1.1673  1.5277  0.3887
C  0.1500  0.4792  -0.1077
C  0.1693  -1.8732  1.1771
C  -0.8892  -2.0184  0.1091
C  -0.0328  -0.8061  0.2554
C  -0.6046  1.0682  -1.2981
Cl  1.2540  3.8639  0.0275
H  2.0751  1.5216  -0.2086
H  1.1973  1.6275  1.4164
H  -0.3402  -1.8673  2.1709
H  0.9069  -2.6548  1.1716
H  -0.7569  -2.6521  -0.6669
H  -1.8577  -1.9182  0.4070
H  -0.9408  0.1925  -1.9888
H  -1.4461  1.6214  -1.0415
H  -0.0516  1.8881  -1.8122

=====

# 6
This record from the OMol25 dataset describes C3H4BeO2 as an isolated structure in a non-equilibrium geometry. The level of theory is ωB97M-V/def2-TZVPD.

DFT total energy, hartree: -281.780202
Net charge: 0
Largest force on an atom, eV/A: 3.746
Relative energy (zero: lowest compared OMol25 entry of this formula, charge and spin), kJ/mol: 178.17
HOMO-LUMO gap, eV: 6.8

Cartesian coordinates (Å):
O  1.5853  -1.0048  -0.1213
C  0.3382  -1.4472  0.1580
C  -0.8865  -0.7325  0.0643
O  -1.0306  0.5139  -0.3707
C  -0.1113  1.6255  -0.0326
Be  1.4213  0.6610  -0.0995
H  0.2473  -2.1978  0.9668
H  -0.7245  -1.8229  -0.7657
H  -0.4500  1.9931  0.9526
H  -0.3893  2.4117  -0.7519

=====

The lowest largest force on an atom belongs to which entry? C28H50BN10S3SeV